No. 1
Computed, not measured: an isolated molecule of C2H5N3S, with ωB97M-V/def2-TZVPD.

Cartesian coordinates (Å):
C  -1.68662  0.00745  -0.67679
C  0.77870  -0.40234  1.06090
N  -1.54044  -0.09116  0.57626
N  -0.70147  -0.43016  1.37841
N  1.05614  -0.18480  -0.26172
S  1.68685  1.25169  -0.72602
H  -0.97132  -0.48848  -1.32812
H  -2.51251  0.54786  -1.09639
H  1.23402  0.27372  1.79807
H  1.02667  -1.44000  1.31088
H  1.62996  0.95623  -2.03549

HOMO level (spin up / spin down) in eV: -7.90 / -8.31
Energy above the lowest of the compared OMol25 structures with the same formula, charge and spin in kcal/mol: 125.63
Gap between HOMO and LUMO (spin up / spin down) in eV: 7.126 / 7.991
E in hartree: -641.483828
Multiplicity: 1

Löwdin population analysis, charges in e, atoms 1 to 2:
1 C -0.04
2 C -0.40

***

No. 2
Computed, not measured: a structure of composition C30H57CsGeN5O6P2S4Si3, with ωB97M-V/def2-TZVPD.

Cartesian coordinates (Å):
Cs  -0.47684  -0.00166  0.44672
O  -2.77663  0.78757  4.38787
C  -2.32215  0.51298  3.25980
O  -1.12073  0.36770  2.90867
C  -3.35136  0.35672  2.13561
C  -4.24719  1.42618  1.86025
C  -5.11242  1.31280  0.81620
C  -5.12146  0.12629  0.04304
C  -5.96209  -0.06731  -1.07715
C  -5.88743  -1.21947  -1.80893
C  -4.96644  -2.23043  -1.45139
C  -4.15014  -2.07378  -0.36738
C  -4.21188  -0.88973  0.40658
N  -3.34272  -0.75684  1.44916
H  -4.20613  2.31197  2.48054
H  -5.78331  2.12115  0.55149
H  -6.63864  0.73046  -1.36939
H  -6.50396  -1.34356  -2.69051
H  -4.88364  -3.11785  -2.06813
H  -3.40228  -2.81130  -0.09924
C  1.47946  1.89091  3.59258
N  1.55776  0.56727  4.22877
C  0.72249  0.47623  5.42468
P  1.79550  -0.74556  3.25760
O  1.88605  -0.45283  1.82265
O  0.64916  -1.78722  3.68764
P  -0.08804  -2.90238  2.74704
O  -0.68350  -2.41475  1.50284
N  1.05720  -4.05637  2.43562
C  1.66584  -4.81700  3.51624
C  1.93434  -3.85476  1.27281
N  -1.17157  -3.50021  3.84902
C  -1.04434  -3.22998  5.27702
C  -2.57570  -3.55096  3.41733
N  3.16242  -1.57293  3.78648
C  4.41961  -1.06857  3.23830
C  3.26391  -1.84059  5.21314
H  1.90458  2.63528  4.27257
H  0.43822  2.14773  3.37104
H  2.05060  1.90007  2.66600
H  1.07161  1.21619  6.15110
H  0.80518  -0.50700  5.88137
H  -0.33257  0.66108  5.17546
H  0.92018  -5.06687  4.27086
H  2.49725  -4.27914  3.98905
H  2.05719  -5.75363  3.11452
H  1.41257  -3.28256  0.50750
H  2.20512  -4.82989  0.85834
H  2.85184  -3.31670  1.54351
H  -0.00262  -3.22135  5.58749
H  -1.55813  -4.01671  5.83568
H  -1.48974  -2.26358  5.54245
H  -2.63526  -3.62450  2.33598
H  -3.10962  -2.64148  3.71180
H  -3.06124  -4.41911  3.87215
H  4.31938  -0.89844  2.16929
H  5.20208  -1.81344  3.40529
H  4.73056  -0.12725  3.71844
H  2.33823  -2.27861  5.58763
H  3.47930  -0.93077  5.79326
H  4.07194  -2.55716  5.38810
O  -5.16136  0.12297  -5.78378
C  -4.29263  0.19741  -4.93696
S  -3.14643  -1.08276  -4.57312
C  -2.30247  -0.33309  -3.20448
C  -2.76468  0.95260  -2.85621
S  -2.16102  1.99289  -1.68979
S  -4.06580  1.58264  -3.87808
S  -0.99682  -1.15470  -2.56927
C  2.39859  -3.32308  -3.58727
Si  3.67397  -1.97483  -3.19348
C  4.82074  -1.95722  -4.71584
C  4.74102  -2.69805  -1.78984
Ge  2.58177  0.00754  -2.44890
Si  4.54909  1.21333  -1.81721
C  4.95739  0.83918  0.00127
C  6.21469  0.98318  -2.71807
C  4.24410  3.09053  -1.87219
Si  2.21194  1.04164  -4.56861
C  1.25811  -0.11948  -5.72396
C  1.12082  2.57337  -4.35286
C  3.70120  1.64674  -5.59351
H  2.87761  -4.29183  -3.78201
H  1.80387  -3.04737  -4.46778
H  1.69304  -3.44054  -2.75480
H  5.32116  -2.92749  -4.84586
H  5.59136  -1.17619  -4.62573
H  4.24018  -1.75022  -5.62645
H  5.04431  -3.73114  -2.00649
H  4.18055  -2.68958  -0.84376
H  5.65009  -2.09917  -1.63977
H  5.32318  -0.19300  0.10674
H  4.04455  0.92997  0.60618
H  5.72147  1.51891  0.40248
H  6.56137  -0.05804  -2.63948
H  6.98954  1.63325  -2.28684
H  6.11674  1.22211  -3.78715
H  3.28277  3.33992  -1.40332
H  4.20544  3.44774  -2.91009
H  5.03781  3.64092  -1.35109
H  0.35743  -0.49638  -5.22121
H  1.86952  -0.98828  -6.00161
H  0.95387  0.39341  -6.64647
H  0.19609  2.30917  -3.82257
H  0.85333  3.01747  -5.32126
H  1.63607  3.33731  -3.75462
H  4.39696  0.82138  -5.80676
H  4.25855  2.42207  -5.05014
H  3.36796  2.07615  -6.55005

HOMO level (spin up / spin down) in eV: -1.22 / -1.26
Energy above the lowest of the compared OMol25 structures with the same formula, charge and spin in kcal/mol: 22.76
Gap between HOMO and LUMO (spin up / spin down) in eV: 4.527 / 4.566
Charge: -2
E in hartree: -7143.967600
Multiplicity: 2

Löwdin population analysis, charges in e, atoms 1 to 2:
1 Cs 1.06
2 O -0.02

***

| no. | strongest force on any atom (eV/A) |
| --- | --- |
| 1 | 1.90 |
| 2 | 2.26 |